# 1
DFT (ωB97M-V/def2-TZVPD) results for C10H26ClNNbO7P2S3 as an isolated structure.

Results
HOMO energy	-4.695	eV
LUMO	1.6	eV
DFT total energy	-3372.45983	Eh

```
! wB97M-V def2-TZVPD RIJCOSX def2/J DEFGRID3
* xyz -1 1
N 7.084 5.419 1.362
C 6.809 5.185 0.148
C 5.544 4.656 -0.388
Nb 5.551 2.399 -0.352
P 6.411 0.001 -0.749
O 7.903 0.033 -1.384
Cl 6.712 -0.936 1.100
P 3.295 1.655 0.750
O 3.225 0.189 1.382
O 2.090 1.561 -0.355
S 2.793 2.944 2.111
H 6.291 5.167 1.948
H 7.584 5.380 -0.577
H 5.406 5.003 -1.402
H 4.739 5.006 0.243
H 6.330 2.325 1.302
H 7.217 2.637 -1.066
H 4.794 2.283 -2.042
H 8.307 0.851 -1.095
H 3.617 -0.455 0.790
H 2.046 2.430 -0.753
C -0.798 -0.733 1.340
C -2.294 -0.877 1.665
C -2.947 0.492 1.431
S -1.956 1.307 0.166
O -1.356 2.479 0.741
O -2.727 1.403 -1.054
C -0.730 0.015 0.012
H -0.306 -1.701 1.273
H -0.294 -0.153 2.115
H -2.743 -1.610 1.003
H -2.458 -1.218 2.686
H -3.968 0.407 1.069
H -2.922 1.119 2.319
H 0.249 0.451 -0.184
H -1.039 -0.620 -0.818
C -7.024 -4.006 -0.614
C -6.700 -2.997 -1.727
C -5.281 -2.470 -1.471
S -4.409 -3.788 -0.608
O -4.086 -3.332 0.721
O -3.396 -4.345 -1.460
C -5.800 -4.913 -0.502
H -7.923 -4.579 -0.835
H -7.183 -3.480 0.328
H -6.739 -3.498 -2.695
H -7.419 -2.180 -1.753
H -4.744 -2.244 -2.386
H -5.281 -1.598 -0.821
H -5.743 -5.464 0.432
H -5.730 -5.597 -1.346
*
```

---

# 2
DFT (ωB97M-V/def2-TZVPD) results for a 5-piece molecular cluster, C10H26FN9O6 overall.

Results
SMILES	C=COC(=O)NC[C@@H](C)F.NC(N)=O.NC(N)=O.NC(N)=O.NC(N)=O
HOMO energy	-7.458	eV
LUMO	-0.8	eV
DFT total energy	-1440.72553	Eh

```
! wB97M-V def2-TZVPD RIJCOSX def2/J DEFGRID3
* xyz 0 1
C 1.707 -6.232 -3.774
C 2.055 -5.499 -4.982
O 3.384 -4.979 -5.217
C 3.504 -3.800 -4.396
O 4.415 -3.831 -3.543
N 2.629 -2.678 -4.645
C 2.881 -1.540 -3.722
C 2.409 -1.834 -2.205
C 2.919 -0.650 -1.273
F 0.962 -1.811 -2.216
H 1.826 -7.362 -3.680
H 1.242 -5.611 -2.928
H 1.220 -5.306 -5.737
H 1.633 -2.918 -4.558
H 3.944 -1.131 -3.763
H 2.197 -0.683 -4.076
H 2.790 -2.859 -1.906
H 3.971 -0.274 -1.543
H 2.881 -1.018 -0.189
H 2.226 0.269 -1.363
C 0.065 1.997 -0.679
O 1.268 1.782 -0.780
N -0.455 3.245 -0.625
N -0.852 1.001 -0.612
H -1.439 3.437 -0.542
H 0.192 4.014 -0.671
H -0.508 0.055 -0.650
H -1.842 1.159 -0.529
C -3.879 3.256 1.466
O -3.475 2.944 0.350
N -4.346 4.491 1.756
N -3.893 2.388 2.506
H -4.680 4.762 2.665
H -4.353 5.167 1.010
H -3.553 1.457 2.333
H -4.220 2.626 3.426
C 3.362 -4.459 0.811
O 2.324 -4.932 0.370
N 4.424 -4.164 0.021
N 3.540 -4.188 2.130
H 5.284 -3.776 0.362
H 4.329 -4.352 -0.965
H 2.773 -4.394 2.748
H 4.383 -3.801 2.512
C -5.497 5.902 5.567
O -5.121 5.070 4.751
N -6.458 5.640 6.486
N -4.983 7.155 5.622
H -6.781 6.307 7.163
H -6.864 4.719 6.476
H -4.265 7.387 4.955
H -5.277 7.851 6.283
*
```

---

# 3
DFT (ωB97M-V/def2-TZVPD) results for C10H27BClF2O5PdSi3 as an isolated structure.

Results
HOMO energy (alpha / beta)	-13.437 / -13.436	eV
LUMO (alpha / beta)	-5.5 / -5.5	eV
DFT total energy	-2454.21909	Eh
energy above the lowest of the compared OMol25 structures with the same formula, charge and spin	17.2	kcal/mol

```
! wB97M-V def2-TZVPD RIJCOSX def2/J DEFGRID3
* xyz 1 1
Pd 1.404 0.951 0.045
C -0.692 3.646 0.216
O -0.322 2.244 0.119
Si -1.544 1.030 0.045
C -2.588 1.350 -1.458
C -2.648 1.221 1.527
C -0.223 -0.322 0.007
Si -0.060 -1.225 -1.697
C 0.631 0.021 -2.924
C -1.784 -1.831 -2.144
C 1.040 -2.733 -1.692
Si -0.028 -1.264 1.691
C -1.733 -1.952 2.088
C 0.598 -0.032 2.967
C 1.131 -2.727 1.665
H -1.281 3.914 -0.660
H 0.178 4.277 0.261
H -1.273 3.794 1.126
H -3.022 2.349 -1.360
H -3.427 0.655 -1.498
H -2.059 1.301 -2.404
H -3.114 2.209 1.481
H -2.154 1.123 2.489
H -3.463 0.499 1.487
H 0.132 0.986 -2.928
H 0.545 -0.397 -3.929
H 1.701 0.191 -2.755
H -2.472 -1.062 -2.492
H -2.252 -2.361 -1.314
H -1.669 -2.555 -2.952
H 2.057 -2.555 -1.352
H 1.096 -3.079 -2.728
H 0.619 -3.550 -1.109
H -2.452 -1.227 2.464
H -1.598 -2.708 2.863
H -2.174 -2.460 1.230
H 0.048 0.904 3.008
H 1.658 0.205 2.807
H 0.536 -0.495 3.954
H 0.760 -3.539 1.045
H 1.172 -3.102 2.692
H 2.151 -2.498 1.361
O 4.829 -0.036 1.102
Cl 4.076 0.177 -0.054
O 4.771 0.067 -1.261
O 3.505 1.615 0.049
O 2.850 -0.651 -0.058
F 2.097 3.223 -1.519
B 2.203 2.820 -0.281
F 2.242 3.589 0.779
*
```

---

# 4
DFT (ωB97M-V/def2-TZVPD) results for C10H27ClIO2P2STi as an isolated structure.

Results
HOMO energy	-17.800	eV
LUMO	-10.5	eV
DFT total energy	-3235.03276	Eh
energy above the lowest of the compared OMol25 structures with the same formula, charge and spin	0.0	kcal/mol

```
! wB97M-V def2-TZVPD RIJCOSX def2/J DEFGRID3
* xyz 3 1
C 0.099 -2.290 -5.662
C -1.190 -2.024 -5.085
H -0.006 -2.748 -6.681
H 0.626 -2.981 -4.991
H 0.632 -1.333 -5.737
O -2.320 -1.921 -4.842
I -2.960 -0.386 -0.689
Ti -0.373 -0.171 -0.579
P -0.029 2.117 -1.702
C -1.511 3.076 -1.320
C 1.285 3.250 -1.128
H 1.225 4.190 -1.704
H 0.277 3.248 -3.795
H 2.265 2.785 -1.292
H 1.053 1.626 -3.805
H -1.528 3.253 -0.237
H 1.162 3.467 -0.056
C 0.166 2.195 -3.499
H -1.463 4.027 -1.858
H -0.723 1.764 -3.973
H -2.406 2.508 -1.594
P 0.114 -2.459 0.466
C -1.250 -2.790 1.595
C 0.217 -3.852 -0.691
H 2.483 -2.561 0.971
H 1.542 -3.669 2.028
H 1.545 -1.898 2.341
C 1.563 -2.670 1.559
H 1.016 -3.658 -1.418
H 0.429 -4.791 -0.158
H -1.033 -3.691 2.183
H -2.184 -2.910 1.035
H -0.738 -3.930 -1.221
H -1.371 -1.929 2.268
Cl 1.546 -0.624 -1.745
C -1.480 1.081 3.215
S -0.058 1.710 2.299
C 1.257 0.899 3.208
O -0.081 0.660 1.055
H -1.509 1.769 4.073
H -1.277 0.058 3.549
H -2.411 1.143 2.640
H 0.883 -0.036 3.648
H 2.101 0.709 2.536
H 1.501 1.639 3.976
*
```

---

# 5
DFT (ωB97M-V/def2-TZVPD) results for C10H28BrCaN2O3 as an isolated structure.

Results
HOMO energy	-10.815	eV
LUMO	-4.8	eV
DFT total energy	-3984.49717	Eh
energy above the lowest of the compared OMol25 structures with the same formula, charge and spin	4.2	kcal/mol

```
! wB97M-V def2-TZVPD RIJCOSX def2/J DEFGRID3
* xyz 1 1
Ca 2.319 -0.263 3.074
Br 0.579 0.288 0.982
C -2.788 3.062 -1.222
C -2.281 1.985 -2.177
O -2.021 0.748 -1.564
H -3.348 3.826 -1.755
H -1.962 3.543 -0.685
H -3.345 2.590 -0.408
H -1.390 2.373 -2.702
H -2.980 1.831 -3.000
H -1.411 0.882 -0.828
C 5.724 1.157 0.149
C 4.807 0.942 1.346
C 3.976 2.150 1.655
O 3.157 1.879 2.815
C 2.666 3.013 3.546
N 3.909 -0.221 1.188
H 5.172 1.313 -0.776
H 6.436 0.339 0.098
H 6.284 2.082 0.314
H 5.449 0.746 2.213
H 3.269 2.388 0.851
H 4.595 3.036 1.800
H 2.890 2.876 4.602
H 1.597 3.137 3.369
H 3.157 3.929 3.222
H 4.374 -1.064 0.873
H 3.144 0.007 0.548
C -2.766 -4.610 -0.059
C -2.048 -3.427 -0.680
C -2.814 -2.742 -1.789
O -4.118 -2.447 -1.320
C -4.783 -1.540 -2.174
N -1.676 -2.467 0.394
H -3.382 -4.301 0.787
H -2.072 -5.329 0.383
H -3.383 -5.148 -0.778
H -1.092 -3.738 -1.115
H -2.938 -3.406 -2.657
H -2.282 -1.828 -2.077
H -4.235 -0.588 -2.199
H -5.729 -1.300 -1.688
H -4.932 -1.954 -3.173
H -1.180 -1.717 -0.081
H -2.544 -2.032 0.701
*
```

---

# 6
DFT (ωB97M-V/def2-TZVPD) results for C10H28CuN2O7P as an isolated structure.

Results
HOMO energy (alpha / beta)	4.434 / 2.998	eV
LUMO (alpha / beta)	6.1 / 6.0	eV
DFT total energy	-3015.65928	Eh

```
! wB97M-V def2-TZVPD RIJCOSX def2/J DEFGRID3
* xyz -3 2
Cu -0.054 -1.090 0.672
P 0.270 -0.927 3.323
O 1.036 -0.026 2.344
O 1.105 -2.245 3.514
O -1.101 -1.316 2.694
O 0.206 -0.274 4.716
C -0.396 -5.242 0.149
C -0.411 -4.365 1.401
O 0.492 -3.312 1.274
H -1.025 -6.125 0.263
H 0.640 -5.559 0.031
H -0.618 -4.765 -0.806
H -0.261 -4.901 2.338
H -1.420 -3.971 1.524
H 0.656 -3.019 2.174
C -0.443 -2.463 -3.478
C -0.037 -1.829 -2.086
C 0.812 -0.512 -2.208
O 1.138 -0.048 -0.901
C 1.850 1.203 -0.887
N -1.289 -1.598 -1.359
H -1.194 -1.913 -4.045
H -0.908 -3.419 -3.236
H 0.438 -2.638 -4.095
H 0.647 -2.471 -1.530
H 0.146 0.212 -2.677
H 1.742 -0.766 -2.716
H 2.867 0.943 -1.181
H 1.952 1.633 0.109
H 1.471 1.957 -1.577
H -1.877 -2.364 -1.656
H -1.792 -0.905 -1.893
C -2.131 3.104 0.459
C -0.731 2.758 0.831
C 0.243 4.029 0.888
O 0.403 4.560 -0.382
C 1.423 5.483 -0.529
N -0.807 2.048 2.099
H -2.087 3.593 -0.514
H -2.512 3.773 1.230
H -2.814 2.255 0.435
H -0.429 2.091 0.023
H 1.218 3.638 1.176
H 0.039 4.731 1.696
H 1.614 5.617 -1.593
H 2.343 5.163 -0.039
H 1.143 6.435 -0.077
H 0.004 1.447 2.135
H -1.561 1.389 1.968
*
```